1.
Entry from the Open Molecules 2025 dataset: the molecule C12H25N5O3 at a distorted geometry (wB97M-V/def2-TZVPD).

XYZ file:
```
45
C12H25N5O3 wB97M-V/def2-TZVPD
C -0.0306 -2.3002 -0.2347
C 0.6391 -1.7074 1.0062
C -1.3599 -2.9490 0.1096
C -2.4100 -1.9898 0.6707
C -2.6711 -0.7931 -0.2479
C -4.1046 1.2022 -0.3554
C 2.0031 -0.0653 -0.4159
C 3.3788 -0.5837 -0.8814
C 1.9751 1.4765 -0.2608
C 0.5283 1.9583 -0.1755
C 2.8119 1.9697 0.9332
C 3.1259 3.4545 0.8704
H 0.6215 -3.6160 -1.7101
H 1.1213 -4.0436 -0.1885
H -0.2260 -1.5487 -0.9999
H -1.1951 -3.7286 0.8958
H -1.7337 -3.4564 -0.7961
H -2.0918 -1.6104 1.6677
H -3.3436 -2.5287 0.8110
H -2.8827 -1.1217 -1.2862
H -1.7960 -0.1632 -0.3234
H -4.6359 -0.5357 0.3987
H -5.4284 2.4184 -0.9368
H -2.2887 2.0059 0.0768
H -3.2432 2.9421 -0.8940
H 2.0509 -0.4521 1.6586
H 1.3445 -0.3198 -1.2094
H 2.4347 1.8712 -1.1697
H 0.4994 3.0570 -0.0951
H -0.0626 1.6760 -1.0722
H 0.0197 1.5416 0.6866
H 3.7555 1.4095 0.9543
H 2.2969 1.7459 1.8889
H 3.7601 3.7660 1.7502
H 3.6843 3.6625 -0.0536
H 2.2208 4.0548 0.8922
H 2.5683 -2.3693 -0.9216
N 0.9777 -3.2058 -0.8164
N -3.7837 0.0152 0.2633
N -5.3212 1.4661 -0.6134
N -2.9910 2.0180 -0.6335
N 1.5799 -0.7265 0.8046
O 0.4208 -2.1433 2.1209
O 4.3207 0.1423 -1.0915
O 3.4604 -1.8955 -1.0764
```

Its spin multiplicity is 1. Its structure (SMILES) is [H]/N=C(\N)NCCC[C@H](N)C(=O)N[C@H](C(=O)O)[C@@H](C)CC. The calculation puts the total energy at -26444.3686 eV.



2.
Entry from the Open Molecules 2025 dataset: the molecule C12H25N5O3 at a distorted geometry (wB97M-V/def2-TZVPD).

XYZ file:
```
45
C12H25N5O3 wB97M-V/def2-TZVPD
C 0.2192 2.7319 1.4732
C -0.0599 1.2151 1.1869
C 1.7345 3.1158 1.5899
C 2.6507 2.3881 2.5773
C 3.6357 3.3512 3.2925
C 3.5042 1.3410 1.7703
C -0.3905 -0.5423 -0.5709
C -0.7162 -0.6129 -1.9341
C -1.5083 -1.3311 0.3444
C -1.6972 -2.8972 -0.1231
C -2.3498 -3.2004 -1.3882
C -2.0214 -3.1265 -3.8109
H -1.4219 2.8530 2.5979
H -0.4066 2.2803 3.3190
H -0.2892 3.3136 0.7882
H 1.7074 4.2089 1.7803
H 1.9957 3.0930 0.6141
H 2.0206 1.8865 3.4113
H 4.4133 2.7022 3.6941
H 3.9953 4.2665 2.7591
H 3.1042 3.7887 4.1307
H 3.6544 0.5435 2.4787
H 4.4637 1.7159 1.4317
H 3.0190 0.7656 1.0116
H -0.8018 1.3635 -0.6507
H 0.6207 -1.0464 -0.5124
H -2.4030 -0.7431 0.1019
H -1.4604 -1.2842 1.5012
H -0.7010 -3.5054 -0.1615
H -2.1937 -3.2909 0.7958
H -3.0497 -4.1078 -1.2360
H -3.0522 -2.4570 -1.6769
H -0.6330 -3.4709 -2.3547
H -3.6820 -2.7520 -4.9013
H -0.9285 -3.5462 -5.5012
H -0.2427 -2.5231 -4.3413
H -2.4025 0.2676 -1.8300
N -0.4192 3.0388 2.6177
N -0.2741 0.8302 -0.0875
N -1.5996 -3.3875 -2.5313
N -3.3035 -2.9881 -3.9770
N -0.9732 -3.0754 -4.6142
O 0.2152 0.4041 2.0307
O -0.0796 -1.3848 -2.6506
O -1.8932 -0.1919 -2.4449
```

Its spin multiplicity is 1. Its structure (SMILES) is [H]/N=C(\N)NCCC[C@H](NC(=O)[C@@H](N)CC(C)C)C(=O)O. The calculation puts the total energy at -26439.4916 eV.



3.
Entry from the Open Molecules 2025 dataset: a structure of composition C12H25N5OS4Zr (wB97M-V/def2-TZVPD).

XYZ file:
```
48
C12H25N5OS4Zr wB97M-V/def2-TZVPD
Zr -0.7453 -0.6974 -0.3891
O -6.3730 -3.6711 2.3389
C -5.4593 -3.1159 1.8275
S -4.7810 -3.5705 0.2393
C -3.5693 -2.3117 0.1935
C -3.5251 -1.4354 1.2217
S -2.4318 -0.0743 1.3200
S -4.6778 -1.6556 2.5145
S -2.5369 -2.2184 -1.2033
N -0.2993 -0.8120 -2.6684
C 1.1663 -0.9488 -2.9575
C 1.7258 -2.2563 -2.4028
C 1.7559 -2.3400 -0.8583
C 0.6460 -3.2107 -0.2157
N -0.0641 -2.4362 0.8483
H -0.7462 -1.6735 -2.9857
H -0.6942 -0.1053 -3.2839
H 1.6903 -0.1014 -2.5074
H 1.3431 -0.9113 -4.0321
H 2.7395 -2.3525 -2.7885
H 1.1626 -3.0965 -2.8195
H 1.7075 -1.3169 -0.4460
H 2.7216 -2.7389 -0.5561
H 1.0730 -4.1253 0.1918
H -0.1001 -3.5053 -0.9518
H 0.5458 -2.3390 1.6549
H -0.8769 -2.9612 1.1739
C 0.0188 4.2072 0.0425
N 0.1181 2.7554 -0.1293
C -0.6198 2.1796 -1.2355
C 0.7512 1.9598 0.7428
N 0.6030 0.6229 0.6298
N 1.5088 2.4944 1.7181
C 1.7255 1.7468 2.9562
C 2.4523 3.5965 1.5086
H -0.9860 4.5279 -0.2249
H 0.7319 4.7359 -0.5900
H 0.1819 4.4789 1.0801
H -1.2002 2.9688 -1.7015
H -1.3586 1.4282 -0.8801
H 0.0522 1.7640 -1.9922
H 1.1474 0.1793 1.3611
H 2.6171 1.1120 2.9119
H 0.8465 1.1537 3.2039
H 1.8754 2.4680 3.7574
H 2.4351 3.9442 0.4802
H 3.4589 3.2311 1.7198
H 2.2432 4.4266 2.1830
```

Its spin multiplicity is 1. The calculation puts the total energy at -66957.2389 eV. The net charge is +2.



4.
Entry from the Open Molecules 2025 dataset: a structure of composition C12H25O12Sr at a distorted geometry (wB97M-V/def2-TZVPD).

XYZ file:
```
50
C12H25O12Sr wB97M-V/def2-TZVPD
Sr 1.0075 0.9460 -0.1639
C 2.7107 0.0786 3.8874
O 3.1512 0.6922 4.8325
O 3.3755 0.0128 2.8615
O 1.5400 0.3642 3.7155
C 2.6584 4.6555 1.5355
O 1.4601 4.4451 1.7338
O 3.3029 4.0081 0.7145
O 3.3458 4.6260 2.5328
O -1.4264 3.9304 -4.6191
C -0.9660 3.0454 -3.7387
O -1.6005 2.7052 -2.7255
O 0.1454 2.5318 -3.9107
H -0.5528 3.9338 -5.0171
C 5.2246 -0.0418 -3.9337
C 4.3950 -1.2927 -3.7037
C 5.1166 -2.5628 -4.0658
O 4.0932 -1.4536 -2.3648
H 6.1027 -0.1598 -3.2988
H 4.6746 0.8401 -3.6055
H 5.5491 0.2048 -4.9447
H 3.4763 -1.1374 -4.2693
H 5.3718 -2.5783 -5.1254
H 4.5024 -3.4252 -3.8069
H 6.0784 -2.7517 -3.5889
H 4.8122 -1.9222 -1.9347
C -2.3998 -3.4545 -2.1485
C -2.2271 -3.8564 -0.6842
C -1.9098 -5.3231 -0.4960
O -1.3992 -2.9768 -0.0110
H -1.5721 -3.8454 -2.7402
H -2.4965 -2.3904 -2.3643
H -3.3165 -3.8576 -2.5788
H -3.2493 -3.6792 -0.3498
H -2.0725 -5.6456 0.5324
H -0.8849 -5.6169 -0.7222
H -2.5421 -5.9799 -1.0934
H -1.5130 -3.1871 0.9187
C -5.1746 2.7054 5.5368
C -3.9211 2.2666 4.8433
C -4.1345 2.0312 3.3171
O -2.9475 3.2131 4.9747
H -5.9035 1.8995 5.6224
H -5.6416 3.5858 5.0954
H -4.9183 2.9799 6.5601
H -3.6322 1.3306 5.3213
H -4.3891 2.9960 2.8783
H -4.9806 1.3673 3.1396
H -3.1693 1.7072 2.9279
H -3.1537 4.0354 4.5243
```

Its spin multiplicity is 1. The calculation puts the total energy at -38242.1905 eV. The net charge is -3.



5.
Entry from the Open Molecules 2025 dataset: a structure of composition C12H26BF4GeS4W (wB97M-V/def2-TZVPD).

XYZ file:
```
49
C12H26BF4GeS4W wB97M-V/def2-TZVPD
W -0.9496 0.0765 0.3380
C 1.1497 1.9207 -3.7670
C 0.2399 1.0291 -4.1284
S -1.8809 -0.8702 -1.5831
C -3.0584 0.2940 -2.3468
C -3.7855 1.1676 -1.3531
S -2.6877 1.9576 -0.1545
C -1.5534 2.9675 -1.1498
C -0.5328 3.5350 -0.1750
S 0.2393 2.2448 0.8743
C 1.9010 2.0428 0.1434
C 2.3002 0.5841 0.2806
S 1.1532 -0.3722 -0.7536
H 1.0883 2.9567 -4.0776
H 2.0262 1.6290 -3.1981
H 0.3169 -0.0154 -3.8530
H -0.6035 1.3129 -4.7476
H -3.7810 -0.3076 -2.8978
H -2.5080 0.8917 -3.0736
H -4.4578 0.5809 -0.7255
H -4.3690 1.9474 -1.8443
H -2.1069 3.7818 -1.6187
H -1.0744 2.3561 -1.9156
H -0.9989 4.2318 0.5200
H 0.2700 4.0563 -0.6942
H 2.5838 2.6993 0.6805
H 1.8541 2.3434 -0.9040
H 2.2396 0.2385 1.3129
H 3.3139 0.4267 -0.0869
C 1.6192 -1.6597 3.3920
Ge 1.4090 -2.5955 1.6935
C 0.4343 -4.2594 1.9081
C 3.1641 -2.8965 0.8767
C 0.3696 -1.6153 0.2707
H 2.3790 -2.1907 3.9678
H 0.6895 -1.6728 3.9548
H 1.9470 -0.6250 3.2926
H 0.9357 -4.8834 2.6480
H 0.3983 -4.8085 0.9672
H -0.5806 -4.0644 2.2491
H 3.7144 -3.6336 1.4626
H 3.7659 -1.9869 0.8489
H 3.0630 -3.2807 -0.1388
H 0.0784 -2.4026 -0.4298
F -2.7050 -0.3906 1.6234
B -1.9928 -0.6869 2.8907
F -2.5511 -0.0875 3.9439
F -0.7192 0.0411 2.5129
F -1.7469 -2.0079 2.9641
```

Its spin multiplicity is 3. The calculation puts the total energy at -126094.5993 eV. The net charge is +1.



6.
Entry from the Open Molecules 2025 dataset: a cluster of 3 separate species, C12H26BN2O10P in total at a distorted geometry (wB97M-V/def2-TZVPD).

XYZ file:
```
52
C12H26BN2O10P wB97M-V/def2-TZVPD
C 2.1224 -1.5527 0.6821
N 1.1594 -1.2583 -0.4627
C 1.2848 -2.5049 -1.3317
B -0.2387 -1.1936 0.1353
O -0.3594 -1.8049 1.4658
P -1.6826 -0.3491 -0.8114
C -2.8627 -0.3598 0.6873
C -3.8347 -1.6714 0.7468
O -3.1442 -2.8680 1.2147
C -3.6346 -4.0557 0.6068
O -3.0528 -5.1597 0.8054
N -0.6829 -0.1716 -2.3469
C -1.3743 -0.8511 -3.2352
O -1.7600 -1.8292 -3.9309
H 2.0284 -0.8116 1.5466
H 3.1956 -1.4601 0.2417
H 2.0474 -2.6613 1.0265
H 1.0805 -3.4707 -0.7429
H 0.6620 -2.4274 -2.2964
H 2.3929 -2.5094 -1.6741
H -0.5328 -2.7692 1.3636
H -2.6847 -1.0838 -1.5563
H -1.7347 1.1066 -0.7954
H -2.3506 -0.1545 1.7045
H -3.6001 0.5309 0.5441
H -4.6208 -1.4136 1.5646
H -4.3705 -1.8724 -0.2456
H -4.5420 -3.9993 -0.1050
C -0.2926 1.7024 -5.0463
O -0.0432 3.0478 -5.4523
C 1.1652 3.5172 -5.0946
O 2.0108 2.9084 -4.4841
O 1.2674 4.7843 -5.5360
C 2.5089 5.4135 -5.2249
H -1.2929 1.4292 -5.3871
H 0.4267 1.0211 -5.5074
H -0.2636 1.6170 -3.9587
H 3.3395 4.8799 -5.6929
H 2.6494 5.4753 -4.1432
H 2.4796 6.4270 -5.6274
C -0.0451 -1.2016 5.0432
O 0.2934 -0.0953 5.8787
C 1.4292 0.5330 5.5276
O 2.1456 0.2390 4.5999
O 1.6287 1.5462 6.3897
C 2.8082 2.3069 6.1356
H -0.9754 -1.6317 5.4171
H -0.2064 -0.8725 4.0140
H 0.7314 -1.9690 5.0866
H 2.7600 2.7756 5.1499
H 3.6980 1.6788 6.2219
H 2.8670 3.0935 6.8891
```

Its spin multiplicity is 1. Its structure (SMILES) is CN(C)B(O)[PH2](CCOC=O)N=C=O.COC(=O)OC.COC(=O)OC. The calculation puts the total energy at -46282.4595 eV.